ORCA calculation (ωB97M-V with the def2-TZVPD basis set) on a structure of composition C41H39Br4Cl3FN5O6Sn.

```
100
Properties=species:S:1:pos:R:3:mulliken_charge:R:1
Sn 0.1449 -0.4203 -0.4759 1.38
Br 4.6738 4.3684 -3.6529 -0.23
C 3.7129 2.7707 -3.3021 0.34
C 3.6709 1.7592 -4.2448 -0.13
Br 4.6080 1.8913 -5.8870 -0.24
C 2.8933 0.6084 -3.9602 -0.22
Br 2.9155 -0.9138 -5.1205 -0.22
C 2.1338 0.4670 -2.7994 -0.34
O 1.4048 -0.5613 -2.4954 0.09
C 2.3044 1.4547 -1.7456 -0.03
O 1.7979 1.1809 -0.6008 -0.70
C 3.0462 2.6077 -2.0658 -0.07
Br 3.1493 3.9063 -0.6874 -0.19
C -3.5729 -4.4934 1.5239 -1.61
C -2.2573 -3.7192 1.3241 0.67
C -2.5250 -2.2387 1.6073 -1.90
C -1.6521 -4.1272 -0.0259 0.37
C -1.1003 -5.4127 -0.0536 -0.30
C -0.6332 -5.9952 -1.2152 -1.56
C -0.7610 -5.2905 -2.4079 -0.06
C -1.2809 -4.0032 -2.4287 0.42
C -1.4641 -3.3199 -3.7801 0.89
C -2.4060 -4.1363 -4.6716 -1.82
C -0.1400 -3.0570 -4.5010 -1.11
C -1.6690 -3.3691 -1.2118 -0.13
N -1.9642 -1.9892 -1.2079 1.28
C -3.1740 -1.6262 -1.6932 -0.53
C -4.2372 -2.5235 -1.9986 -0.25
C -5.4818 -2.0947 -2.4561 -1.11
C -5.7550 -0.7488 -2.6457 -0.55
C -4.7298 0.1655 -2.3769 -0.64
C -3.5083 -0.2702 -1.9335 -0.03
F -2.5444 0.6551 -1.7297 -0.14
H -3.9961 -4.2825 2.5132 0.46
H -3.4289 -5.5730 1.4298 0.36
H -4.3005 -4.1804 0.7682 0.28
H -1.5500 -4.0728 2.0827 0.25
H -3.3378 -1.8540 0.9880 0.28
H -1.6585 -1.5997 1.4421 0.24
H -2.8190 -2.1316 2.6583 0.46
H -1.0333 -5.9636 0.8822 0.44
H -0.1934 -6.9873 -1.1991 0.35
H -0.4450 -5.7539 -3.3399 0.25
H -1.9311 -2.3559 -3.6047 0.21
H -1.9771 -5.1156 -4.9147 0.32
H -2.5941 -3.6067 -5.6117 0.45
H -3.3660 -4.2993 -4.1747 0.37
H 0.4473 -3.9797 -4.6008 0.18
H 0.4565 -2.3158 -3.9693 -0.02
H -0.3204 -2.6589 -5.5057 0.48
H -4.0505 -3.5832 -1.8599 0.75
H -6.2488 -2.8338 -2.6661 0.36
H -6.7244 -0.4088 -2.9902 0.36
H -4.8719 1.2308 -2.5175 0.44
C 4.0595 -1.9519 3.0789 -0.68
C 2.9277 -1.1559 3.6377 0.18
N 1.9735 -0.6013 2.9368 0.09
C 1.1095 -0.0502 3.8587 0.39
C 1.5683 -0.2664 5.1343 -0.18
N 2.7278 -0.9635 4.9692 -0.07
C 1.1401 0.0959 6.5292 0.63
O 0.0779 0.7782 6.6241 -0.80
O 1.8817 -0.3101 7.4400 -0.78
C -0.1878 0.5427 3.4169 0.29
O -0.9214 1.1015 4.3525 -0.65
O -0.5473 0.4937 2.2525 -0.36
H 3.7471 -2.3426 2.1111 -0.36
H 4.2963 -2.7999 3.7251 0.35
H 4.9628 -1.3482 2.9553 0.36
H 3.2651 -1.2687 5.7646 0.23
H -0.5204 0.9685 5.2913 0.49
Cl -2.8860 5.5690 0.9576 -0.12
C -1.4707 5.2198 -0.0619 0.78
Cl -0.0878 6.1614 0.5024 -0.10
Cl -1.8309 5.6387 -1.7488 -0.12
C -1.1634 3.7926 0.0224 -0.13
N -0.9284 2.6684 0.0854 -0.41
C 4.1456 -1.2071 -0.9393 -0.73
N 4.0022 -2.3970 -1.8578 0.23
C 5.1130 -3.3420 -1.6261 -0.92
C 2.6317 -3.0847 -1.7986 -0.20
C 2.1590 -3.3951 -0.4117 1.72
C 2.5484 -4.5958 0.2026 -0.50
C 2.1081 -4.9059 1.4803 -1.30
C 1.2507 -4.0172 2.1254 -0.38
C 0.8473 -2.8540 1.4846 -0.47
C 1.2876 -2.4827 0.2031 0.43
H 4.8312 -0.4998 -1.4017 0.35
H 4.5378 -1.5570 0.0105 0.33
H 3.1840 -0.7476 -0.7810 0.23
H 4.0502 -2.0495 -2.8172 0.23
H 5.0032 -3.7523 -0.6272 0.41
H 6.0574 -2.8066 -1.7120 0.37
H 5.0647 -4.1414 -2.3632 0.32
H 2.7221 -3.9648 -2.4403 0.68
H 1.9738 -2.3620 -2.2539 -1.69
H 3.1691 -5.3058 -0.3401 0.46
H 2.4072 -5.8325 1.9562 0.37
H 0.8800 -4.2453 3.1212 0.34
H 0.1590 -2.1982 2.0162 0.10
```

The calculation puts the energy above the lowest of the compared OMol25 structures with the same formula, charge and spin at 0.544 eV. Its total charge is -2. The spin multiplicity is 1. The HOMO-LUMO gap comes out at 5.3 eV.

ORCA calculation (ωB97M-V with the def2-TZVPD basis set) on a cluster of 2 separate species, CHNO2PS in total at a distorted geometry.

```
7
Properties=species:S:1:pos:R:3:mulliken_charge:R:1
C 0.7463 2.7563 0.3044 -0.28
N 0.7703 3.9163 0.2257 -0.48
O 2.5068 0.1590 -1.3989 -0.51
O 0.2719 -0.8098 -0.7314 -0.48
P 1.6336 -0.0310 -0.2529 0.81
S 2.1184 -0.7890 1.5253 -0.42
H -0.5945 -0.5918 -0.2157 0.36
```

The calculation puts the energy above the lowest of the compared OMol25 structures with the same formula, charge and spin at 2.078 eV. Its total charge is -1. The spin multiplicity is 1. The HOMO-LUMO gap comes out at 8.2 eV.

ORCA calculation (ωB97M-V with the def2-TZVPD basis set) on a cluster of 2 separate species, C4H10O2S in total at a distorted geometry.

```
17
Properties=species:S:1:pos:R:3:mulliken_charge:R:1
O 3.0861 1.2032 0.5716 -0.46
C 2.8118 0.0347 0.5704 -0.08
C 1.4214 -0.5352 0.6109 -0.45
C 0.3521 0.5018 0.9195 -0.48
C -1.0856 -0.0331 0.8729 -0.66
S -2.1288 0.8449 -0.3478 -0.25
H 3.6302 -0.7101 0.4707 0.34
H 1.2226 -1.1478 -0.2691 0.29
H 1.5204 -1.2632 1.4358 0.27
H 0.5216 1.3413 0.2348 0.38
H 0.6439 0.9875 1.8608 0.31
H -1.0677 -1.0233 0.4180 0.30
H -1.5050 0.0251 1.8770 0.36
H -2.5586 1.8391 0.4416 0.11
H -0.6483 -2.4561 -2.8325 0.31
H -2.1285 -2.3469 -2.8543 0.30
O -1.3857 -2.2765 -2.2346 -0.59
```

The calculation puts the energy above the lowest of the compared OMol25 structures with the same formula, charge and spin at 1.319 eV. Its total charge is 0. The spin multiplicity is 1. The structure (SMILES) is O=CCCCS.O. The HOMO-LUMO gap comes out at 9.5 eV.

ORCA calculation (ωB97M-V with the def2-TZVPD basis set) on a cluster of 2 separate species, C22H24O3 in total at a distorted geometry.

```
49
Properties=species:S:1:pos:R:3:mulliken_charge:R:1
C -3.4279 -2.5208 -5.5824 -0.81
O -2.0730 -2.0317 -5.5132 -0.41
C -1.7110 -1.2622 -4.4524 0.98
C -0.3592 -0.8343 -4.4238 -0.79
C 0.1085 -0.1036 -3.3654 -0.52
C -0.7454 0.3267 -2.3092 1.06
C -0.2092 1.2343 -1.3591 -1.18
C -0.9342 2.1962 -0.6020 0.79
C -0.3000 2.9307 0.4458 -0.30
C -0.9901 3.9075 1.1457 -0.75
C -2.3515 4.1456 0.8841 -0.27
C -2.9857 3.4589 -0.1592 -0.85
C -2.2821 2.5306 -0.9115 -0.39
C -2.0920 -0.1532 -2.3250 -0.90
C -2.5759 -0.9026 -3.3840 -0.41
H -3.4121 -3.2075 -6.4265 0.25
H -3.7171 -3.0515 -4.6683 0.34
H -4.1192 -1.6944 -5.7787 0.35
H 0.2952 -1.1349 -5.2391 0.42
H 1.1504 0.2112 -3.3307 0.41
H 0.8815 1.3310 -1.3558 0.53
H 0.7455 2.6951 0.6770 0.38
H -0.4682 4.4974 1.9009 0.42
H -2.9050 4.8879 1.4622 0.38
H -4.0293 3.6603 -0.4098 0.38
H -2.7677 2.0613 -1.7641 0.74
H -2.7707 0.0879 -1.5079 0.78
H -3.6181 -1.2299 -3.3987 0.34
C 3.2942 -2.0360 4.5536 -2.05
C 2.4999 -1.2822 3.4879 1.82
C 1.3556 -0.5076 4.1611 -1.72
C 3.3990 -0.3043 2.7087 -1.08
C 2.5907 0.4737 1.6541 0.51
O 2.7831 1.6827 1.4433 -0.79
C 1.5795 -0.2751 0.9755 -0.67
C 1.1462 -1.5953 1.3252 0.35
O 0.1885 -2.1553 0.7741 -0.76
C 1.9353 -2.2812 2.4573 -1.02
H 4.1187 -2.6031 4.1044 0.40
H 3.7098 -1.3367 5.2896 0.42
H 2.6345 -2.7422 5.0737 0.42
H 0.7739 0.0559 3.4228 0.37
H 0.6840 -1.2113 4.6720 0.41
H 1.7715 0.2012 4.8914 0.40
H 3.8792 0.3955 3.4032 0.34
H 4.1968 -0.8728 2.2040 0.40
H 1.0516 0.2048 0.1669 0.60
H 2.7781 -2.8366 2.0128 0.35
H 1.2936 -3.0097 2.9693 0.33
```

The calculation puts the energy above the lowest of the compared OMol25 structures with the same formula, charge and spin at 3.129 eV. Its total charge is 0. The spin multiplicity is 1. The HOMO-LUMO gap comes out at 3.5 eV.

ORCA calculation (ωB97M-V with the def2-TZVPD basis set) on a cluster of 2 separate species, C2H3PS in total at a distorted geometry.

```
7
Properties=species:S:1:pos:R:3:mulliken_charge:R:1
C 0.2483 -0.6042 -0.0927 -0.24
C -0.6987 1.2699 0.6388 -0.13
P -0.0017 -1.3574 -1.5073 -0.13
S 0.3475 2.1576 1.4063 -0.16
H 0.9584 -0.6248 0.6126 0.35
H -1.7242 1.5626 0.3078 0.30
H 0.8706 -2.4038 -1.3655 0.01
```

The calculation puts the energy above the lowest of the compared OMol25 structures with the same formula, charge and spin at 3.058 eV. Its total charge is 0. The spin multiplicity is 1. The HOMO-LUMO gap comes out at 7.9 eV.

Calculated LUMO level (eV), listed in the same order as above: 3.3515, 2.5586, 0.5654, -2.7218, -0.5598